No. 1
19
Properties=species:S:1:pos:R:3:forces:R:3:lowdin_charge:R:1 method="wB97M-V/def2-TZVPD" e_lumo_ha=0.031 charge=0 max_force_ev_per_a=1.3 smiles="CN[C@H]1O[C@@H]1C.C=O" total_energy_ha=-402.26556 molar_mass_g_mol=117.1 homo_ev=-9.2
C 1.217 -1.437 -0.757 -0.1 0.1 -0.3 -0.073
N 0.412 -1.139 0.419 0.7 0.2 0.5 -0.081
C 0.375 0.228 0.836 -0.6 -0.2 -0.1 -0.328
O 1.484 1.055 0.626 1.2 0.3 0.4 0.009
C 0.312 1.348 -0.106 -0.9 0.0 -0.1 -0.298
C -0.427 2.615 0.235 0.3 -0.2 -0.1 -0.028
H 0.557 -1.443 -1.632 0.2 0.0 0.1 0.073
H 1.661 -2.423 -0.656 0.0 0.0 0.0 0.093
H 2.009 -0.699 -0.895 0.0 -0.1 0.0 0.089
H 0.669 -1.729 1.199 0.1 0.1 0.0 0.132
H -0.105 0.341 1.807 0.0 0.0 0.0 0.162
H 0.374 1.115 -1.164 0.1 -0.1 -0.1 0.146
H -0.323 2.839 1.292 0.0 0.0 0.1 0.084
H -1.480 2.500 -0.006 -0.2 0.0 -0.1 0.081
H -0.026 3.447 -0.337 0.0 0.2 0.0 0.078
C -1.611 -1.641 -0.200 -0.6 -0.1 0.0 -0.242
O -1.491 -1.755 -1.399 -0.3 -0.1 -0.4 -0.071
H -1.614 -2.508 0.479 0.0 -0.1 0.0 0.087
H -1.992 -0.713 0.261 0.1 0.0 0.0 0.087

***

No. 2
14
Properties=species:S:1:pos:R:3:forces:R:3:lowdin_charge:R:1 method="wB97M-V/def2-TZVPD" e_lumo_ha="0.038 / 0.033" charge=0 max_force_ev_per_a=0.8 total_energy_ha=-307.54438 molar_mass_g_mol=88.1 homo_ev="-7.3 / -6.9"
C -0.155 1.812 0.334 0.1 0.2 0.0 -0.076
C 0.097 0.446 0.936 -0.3 0.3 0.1 -0.243
C -0.745 -1.201 -1.428 -0.2 0.3 -0.2 -0.032
O 0.021 -1.954 -0.647 -0.2 -0.7 -0.4 -0.048
C 0.968 -1.546 0.117 0.4 0.2 0.6 -0.245
O 1.185 -0.225 0.236 -0.1 0.0 0.0 -0.070
H -0.961 2.325 0.872 0.1 -0.2 0.0 0.083
H 0.746 2.412 0.439 0.1 0.2 -0.1 0.076
H -0.431 1.786 -0.726 0.1 -0.2 0.3 0.070
H 0.415 0.549 1.981 -0.1 -0.1 -0.2 0.124
H -1.412 -1.773 -2.056 0.2 0.1 0.1 0.058
H -0.408 -0.195 -1.645 -0.1 -0.2 0.1 0.054
H -0.824 -0.146 0.886 0.2 -0.1 0.0 0.110
H 1.504 -2.288 0.700 -0.2 0.2 -0.2 0.141

***

No. 3
71
Properties=species:S:1:pos:R:3:forces:R:3:lowdin_charge:R:1 method="wB97M-V/def2-TZVPD" e_lumo_ha=-0.347 charge=+3 max_force_ev_per_a=1.9 total_energy_ha=-3470.94774 molar_mass_g_mol=740.6 homo_ev=-16.5
Lu -0.563 -0.936 0.475 -0.8 -1.5 -0.6 1.685
N 1.569 1.427 0.633 -0.2 -0.3 0.6 -0.413
P 2.100 -0.201 0.596 0.4 1.2 -1.0 0.881
C 3.876 0.026 0.821 -0.3 -0.4 0.3 -0.373
C 4.310 0.495 2.064 -0.1 0.0 -0.1 -0.097
C 5.660 0.698 2.273 0.0 0.1 0.1 -0.043
C 6.571 0.426 1.260 -0.1 0.0 -0.1 -0.023
C 6.134 -0.048 0.032 0.1 0.0 0.0 -0.038
C 4.786 -0.263 -0.193 -0.2 0.0 0.0 -0.073
C 1.856 -0.643 -1.197 -0.2 -0.4 0.7 -0.447
C 2.049 0.236 -2.261 0.0 0.0 0.1 -0.077
C 1.767 -0.176 -3.556 0.1 0.1 0.2 -0.023
C 1.312 -1.463 -3.805 0.0 -0.2 0.2 -0.017
C 1.148 -2.363 -2.758 -0.2 -0.1 -0.2 -0.041
C 1.391 -1.954 -1.450 0.2 0.2 0.3 -0.195
P -0.101 1.814 0.665 1.2 0.8 -0.7 0.881
C -0.421 2.264 -1.086 -0.3 -0.3 0.6 -0.383
C -0.027 3.498 -1.603 -0.1 -0.1 0.0 -0.070
C -0.247 3.782 -2.941 0.1 0.0 0.0 -0.023
C -0.838 2.836 -3.766 -0.1 -0.2 0.1 -0.027
C -1.228 1.601 -3.258 -0.1 -0.2 -0.1 -0.062
C -1.017 1.315 -1.921 0.0 0.0 0.6 -0.158
C -0.096 3.369 1.587 -0.4 -0.4 0.1 -0.380
C -1.026 4.364 1.277 0.1 -0.2 0.0 -0.099
C -1.005 5.555 1.980 0.0 0.0 0.0 -0.039
C -0.098 5.736 3.015 0.0 -0.1 0.0 -0.025
C 0.814 4.738 3.335 0.0 0.1 0.0 -0.042
C 0.817 3.549 2.629 -0.1 -0.1 -0.2 -0.090
H 2.248 2.170 0.464 -0.1 -0.1 -0.1 0.099
H 3.594 0.705 2.850 0.0 0.0 0.1 0.104
H 6.005 1.066 3.228 0.0 0.0 0.1 0.123
H 7.626 0.580 1.432 0.1 0.0 0.0 0.126
H 6.842 -0.251 -0.756 0.1 0.0 0.0 0.123
H 4.444 -0.636 -1.147 0.1 -0.1 -0.1 0.103
H 2.446 1.227 -2.083 -0.1 0.1 0.0 0.125
H 1.925 0.507 -4.376 0.0 0.1 -0.1 0.130
H 1.122 -1.782 -4.817 0.0 0.0 -0.1 0.129
H 0.876 -3.387 -2.969 -0.1 -0.1 0.0 0.124
H 1.444 -2.704 -0.645 -0.2 0.2 -0.2 0.087
H 0.425 4.238 -0.956 0.0 0.0 0.0 0.118
H 0.021 4.752 -3.333 0.1 0.0 -0.1 0.129
H -1.011 3.058 -4.808 0.0 0.0 -0.1 0.127
H -1.718 0.883 -3.899 0.0 -0.1 -0.1 0.122
H -1.358 0.327 -1.503 0.0 0.6 -0.4 0.050
H -1.746 4.213 0.484 0.0 0.1 0.0 0.110
H -1.689 6.346 1.716 -0.1 0.0 0.0 0.123
H -0.106 6.653 3.582 0.0 0.1 0.0 0.125
H 1.526 4.891 4.130 0.0 0.0 0.1 0.122
H 1.527 2.771 2.878 0.0 0.0 0.0 0.093
C -5.270 -0.501 0.527 0.0 -0.1 0.0 0.006
C -3.896 -0.273 0.473 0.2 0.1 0.0 -0.102
N -2.985 -1.250 0.504 0.6 0.2 0.1 -0.053
C -3.433 -2.538 0.606 -0.3 -0.3 0.0 -0.150
C -4.815 -2.854 0.603 0.7 0.2 0.0 -0.114
C -5.737 -1.793 0.576 0.4 0.2 0.0 0.064
C -5.236 -4.213 0.658 0.2 -0.5 0.1 0.026
C -4.336 -5.216 0.801 -0.4 0.3 0.0 0.026
C -2.943 -4.932 0.902 0.3 0.5 -0.1 -0.113
C -2.004 -5.949 1.148 0.3 0.3 0.0 0.064
C -0.673 -5.622 1.260 -0.2 0.0 0.0 0.006
C -0.287 -4.293 1.094 0.1 0.2 0.0 -0.107
N -1.141 -3.296 0.839 0.1 0.5 0.1 -0.046
C -2.474 -3.602 0.769 -0.2 -0.3 0.0 -0.148
H -5.953 0.332 0.537 0.0 0.2 0.0 0.130
H -3.513 0.746 0.413 -0.1 -0.2 0.0 0.115
H -6.793 -2.011 0.612 -0.1 0.0 0.0 0.145
H -6.291 -4.429 0.597 -0.1 0.0 0.0 0.138
H -4.659 -6.245 0.858 0.0 -0.1 0.0 0.139
H -2.338 -6.970 1.259 0.0 -0.1 0.0 0.145
H 0.069 -6.375 1.468 0.1 0.0 0.0 0.132
H 0.765 -4.028 1.182 -0.1 0.0 0.0 0.115

***

No. 4
9
Properties=species:S:1:pos:R:3:forces:R:3:lowdin_charge:R:1 method="wB97M-V/def2-TZVPD" e_lumo_ha=0.032 charge=0 max_force_ev_per_a=0.5 smiles=Oc1ccon1 total_energy_ha=-321.29995 molar_mass_g_mol=85.1 homo_ev=-10.0
O 2.030 0.157 -0.025 0.1 -0.1 -0.1 0.092
C 0.721 -0.128 0.007 -0.2 -0.1 0.0 -0.432
C -0.306 0.852 0.051 -0.1 -0.1 0.0 0.018
C -1.425 0.092 0.046 0.0 0.1 0.0 -0.112
O -1.118 -1.210 0.010 -0.2 0.1 0.0 -0.043
N 0.258 -1.350 -0.013 0.3 0.3 0.0 0.114
H 2.514 -0.658 -0.206 0.0 -0.1 0.1 0.120
H -0.193 1.924 0.070 -0.1 -0.1 0.0 0.114
H -2.480 0.329 0.054 0.1 0.0 0.0 0.129